Molecular formula: C4H7NO
Method: DFT, ωB97M-V with the def2-TZVPD basis set

Geometry as XYZ:
```
13
Properties=species:S:1:pos:R:3:forces:R:3
O 2.1160 1.6876 -0.4908 0.02 0.28 0.11
C 1.2036 0.6855 -0.5864 -0.21 -0.13 -0.39
C -0.3645 -1.6271 -0.0323 -0.16 0.17 0.43
C -1.0108 -0.3252 -0.0450 -0.06 0.44 -0.44
N -0.7540 -0.3293 1.3654 0.11 -0.42 -0.03
C -0.1022 0.8124 -0.3726 0.23 0.28 -0.79
H 1.6951 2.4280 -0.0343 0.14 -0.01 -0.13
H 1.6784 -0.2493 -0.8599 -0.02 0.19 0.01
H -0.7172 -2.5478 0.3975 -0.93 0.15 -0.22
H 0.4937 -1.7721 -0.7083 0.31 0.31 1.36
H -2.0318 -0.2628 -0.4220 -0.02 0.20 0.14
H -1.6836 -0.2603 1.8277 0.39 -1.51 0.18
H -0.5227 1.7602 -0.0389 0.18 0.04 -0.24
```
Forces are in eV/Å.

Maximum force = 1.57 eV/Å
Charge = 0
HOMO (spin up / spin down) = -8.15 / -8.16 eV
HOMO-LUMO gap (spin up / spin down) = 8.204 / 8.226 eV

Results of the natural (NBO) charge analysis, in e, for atoms 1 through 2: -0.675 0.142

Molecular formula: C4H7NO
Method: DFT, ωB97M-V with the def2-TZVPD basis set

Geometry as XYZ:
```
13
Properties=species:S:1:pos:R:3:forces:R:3
C -1.4771 0.3614 -0.1904 -0.19 -0.02 -0.10
C -0.0284 -1.2818 0.2925 0.08 -0.08 -0.03
O 0.7748 -0.6281 1.0761 -0.13 -0.08 -0.04
C 1.1536 0.6196 0.6010 0.22 0.14 0.02
C 1.8331 0.6044 -0.6662 0.35 -0.04 -0.81
N 2.3115 0.5746 -1.7243 -0.47 0.03 0.97
H -1.9154 1.3048 0.1652 0.10 -0.11 -0.03
H -1.4853 0.3681 -1.2834 0.02 -0.01 0.17
H -2.1617 -0.4130 0.1637 0.12 0.09 -0.06
H 0.1790 -1.3201 -0.7751 -0.05 0.05 0.13
H -0.5245 -2.1228 0.7676 0.03 0.13 -0.05
H 1.6402 1.1851 1.3895 -0.03 -0.07 -0.14
H -0.2999 0.7480 0.1840 -0.04 -0.04 -0.03
```
Forces are in eV/Å.

Maximum force = 1.08 eV/Å
Charge = 0
HOMO (spin up / spin down) = -8.70 / -8.70 eV
HOMO-LUMO gap (spin up / spin down) = 8.703 / 8.702 eV

Results of the natural (NBO) charge analysis, in e, for atoms 1 through 2: -0.896 0.095

Molecular formula: C4H7NO
Method: DFT, ωB97M-V with the def2-TZVPD basis set

Geometry as XYZ:
```
13
Properties=species:S:1:pos:R:3:forces:R:3
C 0.9851 0.4218 -0.5895 0.10 -0.14 -0.14
O 0.1160 1.3296 0.0675 -0.01 0.00 -0.02
C -0.4938 0.6724 1.1742 0.01 -0.14 0.11
C -0.9508 -0.7413 0.8508 -0.47 0.41 -0.07
N -1.1910 -0.8052 -0.5570 -0.23 0.13 0.13
C 0.2810 -0.9463 -0.6972 0.28 -0.16 0.01
H 1.9326 0.3064 -0.0419 -0.11 0.11 -0.06
H 1.1992 0.8557 -1.5696 -0.06 -0.08 0.10
H 0.1635 0.6881 2.0531 -0.05 -0.05 -0.11
H -1.4119 1.2266 1.4293 0.10 -0.13 0.03
H 0.5426 -1.5741 0.1833 0.38 -0.04 0.04
H -1.4040 0.1234 -0.9358 0.03 -0.01 0.02
H 0.5304 -1.5516 -1.5668 0.02 0.11 -0.05
```
Forces are in eV/Å.

Maximum force = 0.62 eV/Å
Charge = 0
HOMO = -8.31 eV
HOMO-LUMO gap = 8.838 eV

Results of the natural (NBO) charge analysis, in e, for atoms 1 through 2: -0.092 -0.524

Molecular formula: C4H7NO
Method: DFT, ωB97M-V with the def2-TZVPD basis set

Geometry as XYZ:
```
13
Properties=species:S:1:pos:R:3:forces:R:3
O -0.8582 1.9692 -0.1132 0.07 0.08 0.30
C -0.6415 0.6596 -0.5334 -0.09 -0.18 -0.23
C 0.8167 0.1779 -0.8572 0.07 0.08 -0.26
C 0.5238 -0.9858 0.0481 0.33 -0.30 -0.33
N 0.3594 -0.3572 1.3712 0.52 -0.18 -0.18
C -0.7977 -0.4982 0.4731 -0.19 -0.03 -0.09
H -0.4013 2.0537 0.7358 -0.04 0.09 -0.10
H -1.2794 0.4784 -1.4025 0.00 0.05 0.15
H 1.6000 0.8153 -0.4339 -0.10 -0.09 -0.23
H 1.0251 -0.0612 -1.8979 -0.17 0.19 -0.09
H 0.7675 -2.0404 -0.0203 0.35 0.22 -0.05
H 0.5929 -1.1562 1.9400 -1.01 -0.09 0.97
H -1.7070 -1.0550 0.6902 0.27 0.17 0.15
```
Forces are in eV/Å.

Maximum force = 1.40 eV/Å
Charge = 0
HOMO = -9.44 eV
SMILES string = O[C@H]1C[C@H]2N[C@@H]12
HOMO-LUMO gap = 10.492 eV

Results of the natural (NBO) charge analysis, in e, for atoms 1 through 2: -0.701 0.114